No. 1
C41H29BBrF4INP2S4Ta | ωB97M-V/def2-TZVPD

Geometry as ORCA input:
```
! RIJCOSX wB97M-V def2-TZVPD def2/J DEFGRID3
* xyz 2 1
Ta 0.74780 0.22850 0.16434
I -2.34589 -0.00867 -0.08588
C -3.18757 -1.87232 0.36870
C -4.48753 -1.70754 0.74882
C -5.32052 -2.81337 0.97443
C -4.81565 -4.06144 0.78228
C -3.46535 -4.25309 0.40164
C -3.01616 -5.57883 0.21094
C -1.72961 -5.83832 -0.14526
C -0.83963 -4.76320 -0.27361
C -1.21711 -3.44391 -0.09966
P 0.30847 -2.42337 -0.12155
C 1.05593 -2.79579 -1.73432
C 2.43149 -2.70700 -1.95437
C 2.94532 -2.90400 -3.22753
C 2.09345 -3.16705 -4.29428
C 0.72369 -3.24342 -4.08561
C 0.20248 -3.06473 -2.81012
C 1.23084 -3.13830 1.26414
C 2.33697 -3.96948 1.12563
C 2.94083 -4.50108 2.26202
C 2.43421 -4.21577 3.52005
C 1.30805 -3.40878 3.65512
C 0.70826 -2.87075 2.53162
C -2.58054 -3.14391 0.21322
H -4.90138 -0.71093 0.86842
H -6.34984 -2.65855 1.27745
H -5.43654 -4.94082 0.91989
H -3.72917 -6.38569 0.35684
H -1.37952 -6.85312 -0.29878
H 0.19191 -5.00034 -0.49941
H 3.10333 -2.46592 -1.14346
H 4.01599 -2.85061 -3.38726
H 2.50019 -3.31917 -5.28820
H 0.05655 -3.45779 -4.91321
H -0.86840 -3.16068 -2.65694
H 2.72476 -4.22442 0.15019
H 3.80491 -5.14805 2.15741
H 2.90737 -4.63329 4.40238
H 0.90093 -3.19826 4.63687
H -0.16932 -2.24102 2.64861
F 0.56364 4.00182 -6.11044
C 0.50213 3.72747 -4.83171
C 0.54016 4.74381 -3.90036
F 0.63841 5.99337 -4.28830
C 0.47438 4.42966 -2.55345
F 0.50163 5.42297 -1.67833
C 0.38837 3.11485 -2.10761
P 0.26993 2.76455 -0.33985
C 1.67797 3.51492 0.50568
C 1.75199 3.49246 1.90361
C 2.87083 4.00154 2.54390
C 3.91710 4.53491 1.80141
C 3.84756 4.55732 0.41486
C 2.73665 4.03921 -0.23342
C -1.29640 3.51541 0.14512
C -2.42350 3.14011 -0.59223
C -3.66224 3.68487 -0.30041
C -3.78125 4.61452 0.72543
C -2.66086 5.01100 1.43935
C -1.41459 4.47144 1.14938
C 0.33045 2.11649 -3.07657
Br 0.06188 0.28133 -2.64869
C 0.38800 2.40703 -4.41763
F 0.32400 1.44841 -5.33231
H 0.95294 3.08181 2.50467
H 2.92426 3.98033 3.62845
H 4.79044 4.93585 2.30708
H 4.65828 4.98258 -0.16499
H 2.70162 4.04793 -1.31650
H -2.33250 2.45256 -1.42636
H -4.53331 3.39616 -0.87934
H -4.75000 5.04498 0.95556
H -2.75059 5.75521 2.22135
H -0.54822 4.82045 1.69413
S 2.67051 0.52254 -1.22366
S 4.45016 0.72159 -0.19409
S 4.09897 -0.76368 1.15610
S 2.33982 0.02993 1.89342
B -1.45193 1.65990 4.10793
C -0.67884 1.14409 2.89473
N -0.11931 0.78750 1.93206
H -0.76569 1.36094 5.06257
H -1.52791 2.86229 3.92522
H -2.50896 1.06188 4.08269
*
```

Results
Frontier orbital gap ... 6.10 eV
F_max ... 0.51 eV Å⁻¹
Calculated total energy ... -197623.91916 eV

Atom charges from the Löwdin analysis, given in e for atoms 1 to 8:
1 Ta 0.6615
2 I 1.2701
3 C -0.5546
4 C -0.1611
5 C -0.0395
6 C -0.0001
7 C -0.1398
8 C 0.0079

***

No. 2
C41H29BO14 | ωB97M-V/def2-TZVPD

Geometry as ORCA input:
```
! RIJCOSX wB97M-V def2-TZVPD def2/J DEFGRID3
* xyz 0 1
O 1.62152 -0.59877 -1.77237
C 1.63255 0.25110 -2.64271
C 0.77171 0.12420 -3.82953
C 0.93997 0.93182 -4.87245
C 2.02588 1.94509 -4.92906
O 2.36478 2.36847 -6.01681
C 2.65707 2.34385 -3.63487
C 3.41741 3.51455 -3.47529
C 3.64859 4.51370 -4.58165
B 3.47956 6.04198 -4.23036
O 3.69721 6.98600 -5.24908
O 3.13091 6.48443 -2.99230
C 3.98601 3.75073 -2.22223
C 3.81632 2.89108 -1.15253
C 3.04569 1.74925 -1.30693
C 2.46935 1.48453 -2.53813
H 0.00061 -0.63132 -3.82853
H 0.30628 0.83665 -5.74538
H 4.68585 4.40352 -4.92256
H 3.03498 4.31525 -5.45525
H 2.86456 7.21328 -5.67653
H 3.12105 7.44763 -2.95319
H 4.58865 4.63928 -2.08933
H 4.26844 3.11848 -0.19652
H 2.87580 1.06645 -0.48643
C 1.11858 -4.22190 2.32332
C 2.02483 -5.04326 1.79997
C 2.62728 -4.77834 0.46534
O 3.44523 -5.53986 -0.00802
C 2.18596 -3.56082 -0.26022
C 1.27871 -2.74192 0.26678
C 0.67766 -3.00915 1.59039
O -0.15521 -2.26342 2.07180
H 0.66305 -4.39021 3.29165
H 2.36417 -5.93593 2.31016
H 2.63807 -3.37515 -1.22966
H 0.94901 -1.85216 -0.25083
C -5.28156 0.16885 -2.00257
C -4.45272 0.24531 -3.04015
C -3.04184 -0.19599 -2.92654
O -2.27709 -0.12605 -3.86718
C -2.58704 -0.72461 -1.61567
C -3.41469 -0.80036 -0.57736
C -4.82919 -0.36062 -0.68916
O -5.58651 -0.42997 0.25311
H -6.31567 0.48391 -2.05873
H -4.75951 0.62712 -4.00556
H -1.55139 -1.03867 -1.55708
H -3.10437 -1.18071 0.38793
C -1.73823 0.69564 4.16701
C -1.37972 -0.57580 4.33291
C -1.15240 -1.13082 5.69249
O -0.82418 -2.28861 5.85206
C -1.34049 -0.22130 6.85000
C -1.69666 1.04907 6.67996
C -1.92527 1.60589 5.32261
O -2.25910 2.76292 5.16820
H -1.91034 1.12633 3.18827
H -1.23459 -1.25759 3.50496
H -1.17302 -0.65061 7.82980
H -1.84121 1.72821 7.50757
C 4.39447 -2.88560 -5.14731
C 4.76035 -3.40004 -6.31796
C 5.02615 -4.85426 -6.47107
O 5.36089 -5.32156 -7.53737
C 4.86653 -5.71124 -5.26862
C 4.50018 -5.19715 -4.09761
C 4.23542 -3.74548 -3.94929
O 3.89859 -3.28197 -2.88003
H 4.19578 -1.82994 -5.00985
H 4.88249 -2.79556 -7.20766
H 5.06573 -6.76647 -5.40489
H 4.37795 -5.79667 -3.20364
C -7.19172 0.56592 7.44486
C -5.92888 0.49920 7.85682
C -5.15244 1.72779 8.15557
O -3.99926 1.66666 8.52702
C -5.83409 3.03315 7.97687
C -7.09708 3.10026 7.56548
C -7.87696 1.87209 7.26811
O -9.02810 1.93204 6.89583
H -7.77888 -0.31521 7.21984
H -5.40843 -0.44044 7.99285
H -5.24439 3.91358 8.19760
H -7.61560 4.04023 7.42691
*
```

Results
Frontier orbital gap ... 7.87 eV
F_max ... 0.59 eV Å⁻¹
SMILES string ... O=C1C=CC(=O)c2c(CB(O)O)cccc21.O=C1C=CC(=O)C=C1.O=C1C=CC(=O)C=C1.O=C1C=CC(=O)C=C1.O=C1C=CC(=O)C=C1.O=C1C=CC(=O)C=C1
Calculated total energy ... -72325.39609 eV

Atom charges from the Löwdin analysis, given in e for atoms 1 to 8:
1 O 0.0769
2 C -0.3118
3 C 0.0196
4 C 0.0382
5 C -0.3108
6 O 0.0983
7 C -0.0300
8 C -0.1340